Entry 1:
Computed, not measured: a single C5H7NO2 molecule in a non-equilibrium geometry, with ωB97M-V with the def2-TZVPD basis set.

For the molar mass, the calculation gives 113.12 g mol⁻¹. The value obtained for the max |F| is 4.82 eV/A. The HOMO-LUMO gap is 8.500 eV. The highest occupied orbital energy is -8.24 eV.

```
! wB97M-V def2-TZVPD RIJCOSX def2/J DEFGRID3
* xyz 0 1
C -1.810 -0.384 -0.301
C 0.616 -0.187 0.957
C 0.971 0.428 -0.359
C -1.091 1.158 -0.088
C 1.963 -0.009 -1.141
O 1.411 -1.146 1.421
N 0.019 1.387 -0.672
O -0.109 0.518 1.701
H 1.185 -1.335 2.345
H -1.827 1.946 0.026
H 2.150 0.449 -2.097
H 2.649 -0.755 -0.778
H -2.369 -0.332 -1.232
H -1.252 -1.321 -0.322
H -2.506 -0.417 0.539
*
```

Here are the natural (NBO) charges for atoms 1 to 5, given in e: C -0.703; C 0.760; C 0.013; C 0.275; C -0.375

=====

Entry 2:
Computed, not measured: a single C3H12N2Si2 molecule in a non-equilibrium geometry, with ωB97M-V with the def2-TZVPD basis set.

For the molar mass, the calculation gives 132.32 g mol⁻¹. The value obtained for the max |F| is 4.13 eV/A. The HOMO-LUMO gap is 9.804 eV. The highest occupied orbital energy is -9.12 eV.

```
! wB97M-V def2-TZVPD RIJCOSX def2/J DEFGRID3
* xyz 0 1
C 1.373 0.889 1.792
C -2.428 0.903 0.249
C 0.121 -1.822 1.136
N 0.880 0.325 -1.087
N -1.486 0.481 0.958
Si 0.255 -0.141 -2.649
Si 0.175 -0.013 0.520
H 2.331 1.059 1.356
H 1.007 1.823 2.103
H 1.482 0.280 2.594
H -2.382 1.183 -0.943
H 1.555 -0.109 -3.342
H -3.392 1.287 0.534
H 1.003 -2.410 0.965
H 0.012 -1.738 2.194
H -0.651 -2.283 0.705
H -0.338 -1.379 -2.277
H 1.210 1.270 -1.167
H -0.728 0.394 -3.638
*
```

Here are the natural (NBO) charges for atoms 1 to 5, given in e: C -1.054; C 0.018; C -1.069; N -1.455; N -0.813

=====

Entry 3:
Computed, not measured: a single C2H5NO molecule in a non-equilibrium geometry, with ωB97M-V with the def2-TZVPD basis set.

For the molar mass, the calculation gives 59.07 g mol⁻¹. The value obtained for the max |F| is 4.27 eV/A. The HOMO-LUMO gap is 10.302 eV. The highest occupied orbital energy is -9.12 eV.

```
! wB97M-V def2-TZVPD RIJCOSX def2/J DEFGRID3
* xyz 0 1
C -1.705 -0.085 -0.118
C 1.767 0.123 -0.045
H -2.199 0.015 0.794
H -1.677 -1.157 -0.318
H -2.232 0.712 -0.717
H 1.699 1.231 -0.274
H 2.656 -0.539 -0.121
N 0.604 -0.494 0.037
O -0.356 0.371 0.170
*
```

Here are the natural (NBO) charges for atoms 1 to 5, given in e: C -0.269; C -0.212; H 0.180; H 0.211; H 0.201